12
Properties=species:S:1:pos:R:3 method="wB97M-V/def2-TZVPD" max_force_ev_per_a=4.3 multiplicity=1 homo_lumo_gap_ev=11.1 charge=0 e_homo_ev=-10.36
H -0.456 1.827 -0.335
H -1.763 0.656 -0.817
C -0.655 -1.456 0.290
C 0.155 -0.265 0.391
C -1.180 1.103 0.004
H 1.489 0.895 -0.452
Cl 0.741 -0.060 2.010
H -1.701 1.222 1.014
C 1.338 -0.220 -0.578
N -1.307 -2.390 0.249
H 2.271 -0.728 -0.212
H 1.067 -0.583 -1.564